{
  "formula": "C22H66F2O11Sn",
  "method": "ωB97M-V/def2-TZVPD",
  "orbital_gap_ev": 7.898,
  "multiplicity": 1,
  "homo_ha": -0.354,
  "max_force_ev_per_a": 2.5,
  "elements": ["Sn", "F", "F", "C", "C", "O", "H", "H", "H", "H", "H", "H", "C", "C", "O", "H", "H", "H", "H", "H", "H", "C", "C", "O", "H", "H", "H", "H", "H", "H", "C", "C", "O", "H", "H", "H", "H", "H", "H", "C", "C", "O", "H", "H", "H", "H", "H", "H", "C", "C", "O", "H", "H", "H", "H", "H", "H", "C", "C", "O", "H", "H", "H", "H", "H", "H", "C", "C", "O", "H", "H", "H", "H", "H", "H", "C", "C", "O", "H", "H", "H", "H", "H", "H", "C", "C", "O", "H", "H", "H", "H", "H", "H", "C", "C", "O", "H", "H", "H", "H", "H", "H"],
  "xyz": [[26.712, -17.825, -15.195], [29.929, -17.487, -15.338], [23.563, -18.966, -15.661], [20.710, -16.863, -18.819], [21.869, -17.762, -18.404], [22.536, -16.976, -17.412], [20.203, -17.380, -19.633], [21.029, -15.904, -19.228], [19.953, -16.798, -18.037], [22.536, -18.073, -19.209], [21.541, -18.693, -17.941], [22.815, -17.530, -16.679], [25.829, -13.081, -13.933], [26.903, -13.728, -14.773], [27.240, -14.925, -14.187], [26.154, -12.707, -12.962], [25.000, -13.741, -13.680], [25.502, -12.225, -14.523], [27.810, -13.164, -14.992], [26.421, -13.940, -15.728], [27.995, -14.720, -13.630], [27.034, -19.594, -19.900], [25.855, -20.001, -19.043], [25.922, -19.175, -17.904], [26.989, -18.540, -20.174], [27.345, -20.198, -20.753], [27.966, -19.733, -19.352], [25.771, -21.082, -18.929], [24.948, -19.831, -19.623], [25.164, -19.369, -17.348], [26.908, -17.530, -9.587], [27.669, -16.702, -10.615], [27.630, -17.261, -11.854], [27.486, -18.445, -9.457], [25.963, -17.894, -9.990], [26.771, -17.020, -8.633], [28.711, -16.590, -10.315], [27.402, -15.647, -10.677], [28.328, -17.921, -11.856], [32.065, -18.145, -11.121], [31.643, -18.274, -12.552], [30.301, -18.664, -12.577], [32.502, -19.035, -10.668], [31.246, -17.864, -10.459], [32.936, -17.492, -11.165], [32.340, -18.878, -13.133], [31.680, -17.327, -13.090], [30.073, -18.679, -13.509], [31.574, -13.219, -14.417], [30.637, -14.264, -14.946], [30.274, -15.086, -13.844], [32.116, -13.437, -13.497], [31.087, -12.250, -14.304], [32.334, -13.141, -15.194], [31.255, -14.954, -15.520], [29.838, -13.854, -15.564], [30.151, -15.979, -14.176], [25.317, -14.716, -19.499], [25.107, -16.100, -18.827], [24.974, -16.036, -17.429], [26.181, -14.710, -20.164], [25.504, -13.991, -18.708], [24.438, -14.438, -20.081], [25.877, -16.834, -19.068], [24.251, -16.484, -19.381], [24.025, -16.149, -17.343], [29.627, -21.370, -14.844], [28.456, -21.079, -15.791], [27.275, -20.786, -15.133], [29.455, -22.336, -14.369], [29.601, -20.577, -14.097], [30.567, -21.360, -15.395], [28.267, -21.897, -16.485], [28.731, -20.205, -16.381], [26.903, -21.661, -14.996], [23.509, -15.890, -11.725], [22.934, -16.307, -13.100], [23.945, -16.964, -13.773], [22.640, -15.619, -11.125], [24.280, -15.132, -11.862], [24.005, -16.746, -11.269], [22.716, -15.401, -13.664], [22.035, -16.902, -13.262], [23.617, -17.763, -14.193], [25.301, -20.935, -11.324], [24.298, -20.614, -12.329], [24.996, -20.391, -13.590], [24.919, -21.023, -10.307], [26.009, -20.106, -11.318], [25.901, -21.831, -11.481], [23.893, -19.665, -11.977], [23.402, -21.221, -12.461], [24.363, -20.003, -14.198], [29.094, -14.830, -18.267], [29.149, -16.320, -18.685], [28.640, -17.191, -17.726], [29.182, -14.081, -19.054], [29.843, -14.681, -17.489], [28.094, -14.701, -17.854], [30.142, -16.690, -18.940], [28.533, -16.429, -19.578], [29.248, -17.142, -16.985]],
  "atomic_forces_ev_per_a": [[-0.05, 0.31, -0.41], [-1.15, -0.08, 0.27], [0.87, 0.42, 0.30], [-0.31, -1.51, -1.15], [-0.39, 0.93, 1.07], [0.12, 0.18, -0.18], [-0.22, 0.06, -0.31], [0.07, 0.03, 0.43], [0.37, 0.40, 0.17], [0.13, 0.40, -0.25], [-0.30, 0.02, 0.03], [0.33, -0.96, 0.54], [0.17, 1.34, 0.09], [-1.48, 0.37, -0.66], [0.75, -2.22, 0.34], [0.44, 0.09, -0.02], [0.03, -0.20, -0.62], [-0.54, 0.17, 0.26], [-0.20, 0.54, 0.22], [0.17, -0.13, -0.28], [0.57, -0.76, 0.31], [1.41, -0.29, 0.17], [0.07, 0.08, -1.93], [-0.05, -0.29, 0.84], [-0.10, -0.10, -0.08], [-1.14, -0.13, -0.45], [-0.04, 0.42, 0.74], [0.64, -0.18, 0.98], [-0.37, 0.63, 0.08], [-0.72, 0.01, 0.33], [0.26, -0.22, -0.38], [0.41, 1.44, 1.99], [-0.24, -1.06, -2.27], [0.11, -0.07, 0.41], [-0.24, 0.44, 0.01], [0.00, -0.08, -0.04], [0.32, -0.29, 0.34], [-0.85, -0.03, -0.07], [0.40, -0.28, -0.43], [1.20, -0.25, 0.15], [0.14, 0.93, -0.15], [-0.82, -1.10, -0.16], [-0.32, -0.52, -0.32], [0.20, 0.63, -0.19], [-0.28, 0.65, 0.66], [-0.20, -0.78, 0.07], [0.25, 0.47, 0.35], [-0.34, 0.29, -0.58], [0.43, 1.20, -0.76], [1.56, -1.63, 1.06], [-1.29, 0.71, 0.64], [-0.41, -0.48, -0.01], [0.08, 0.10, 0.08], [0.21, 0.61, 0.05], [-0.22, 0.22, -0.87], [-0.27, -0.10, 0.26], [-0.28, -0.78, -0.49], [0.45, -0.41, 0.52], [0.77, 0.23, -1.71], [0.59, 0.09, -0.02], [0.02, -0.03, -0.05], [-0.09, 0.18, -0.12], [0.04, 0.18, 0.14], [0.44, 0.33, 0.09], [-0.56, -0.43, 0.82], [-0.86, -0.23, 0.70], [-1.02, 0.06, -0.36], [2.07, 0.25, -1.07], [-0.82, 0.30, 0.53], [0.29, 0.00, 0.19], [0.35, -0.22, 0.13], [0.00, -0.05, 0.15], [0.25, -0.11, -0.20], [-0.02, 0.11, -0.21], [-0.97, 0.41, 0.68], [-1.29, -1.14, -0.62], [0.37, 1.25, -0.06], [2.12, -0.92, -1.01], [0.43, 0.56, 0.42], [-0.39, 0.23, 0.09], [-0.14, -0.10, 0.07], [-0.15, 0.43, 0.03], [-0.30, -0.10, 1.27], [-0.20, -0.53, -0.77], [1.56, -0.80, 1.36], [-0.62, 1.58, -1.38], [-0.25, -0.34, 1.04], [-0.32, 0.09, -0.05], [0.11, 0.05, 0.08], [-0.16, -0.18, -0.35], [-0.26, 0.43, -0.26], [0.40, -0.72, -0.03], [-0.56, 0.25, -0.84], [-0.10, -1.00, 0.42], [-0.15, 0.90, -1.37], [-1.02, -0.18, 0.63], [0.35, -0.33, -0.21], [-0.13, 0.32, -0.07], [-0.04, 0.16, 0.28], [0.31, 0.43, -0.15], [-0.07, -0.16, -0.11], [0.65, -0.43, 1.22]]
}